No. 1
This record from the OMol25 dataset describes a 11-piece molecular cluster, C56H130N6O5 overall in a non-equilibrium geometry. The level of theory is ωB97M-V with the def2-TZVPD basis set.

The relative energy (zero: lowest compared OMol25 entry of this formula, charge and spin) comes out at 595.20 kJ/mol. The HOMO energy is -0.2953 hartree. The charge is 0. For the gap between HOMO and LUMO, the calculation gives 8.50 eV. The value obtained for the molar mass is 967.69 u.

Element x y z (Å)
C1 -18.255 10.746 -12.259
C2 -19.460 11.621 -12.795
N1 -19.978 12.524 -11.731
C3 -19.020 13.465 -11.268
C4 -19.523 14.317 -10.054
C5 -21.216 13.198 -12.137
C6 -21.089 14.350 -13.096
H1 -17.271 10.948 -12.683
H2 -18.365 9.677 -12.439
H3 -18.117 10.835 -11.182
H4 -18.976 12.116 -13.637
H5 -20.141 10.827 -13.101
H6 -18.092 12.949 -11.021
H7 -18.676 14.120 -12.068
H8 -18.705 14.871 -9.595
H9 -20.301 15.080 -10.089
H10 -19.803 13.691 -9.207
H11 -21.829 13.536 -11.301
H12 -21.917 12.445 -12.498
H13 -22.073 14.609 -13.487
H14 -20.511 14.156 -14.000
H15 -20.641 15.260 -12.697
C7 -22.483 13.773 -4.446
C8 -21.607 12.557 -4.371
N2 -20.215 12.949 -4.278
C9 -19.377 12.030 -3.507
C10 -19.469 10.627 -4.105
C11 -19.690 13.362 -5.620
C12 -18.270 13.955 -5.579
H16 -22.424 14.322 -3.506
H17 -23.536 13.529 -4.588
H18 -22.241 14.345 -5.342
H19 -21.895 12.136 -3.408
H20 -21.830 11.809 -5.133
H21 -18.353 12.402 -3.533
H22 -19.676 11.964 -2.461
H23 -19.406 10.566 -5.191
H24 -18.720 9.962 -3.676
H25 -20.394 10.259 -3.660
H26 -20.306 14.170 -6.016
H27 -19.848 12.587 -6.370
H28 -17.966 14.313 -6.563
H29 -17.590 13.151 -5.298
H30 -18.124 14.825 -4.939
C13 -17.237 8.091 -15.893
C14 -16.117 7.222 -15.248
N3 -14.853 7.930 -15.062
C15 -14.001 7.130 -14.071
C16 -13.455 5.834 -14.707
C17 -14.286 8.295 -16.337
C18 -13.173 9.216 -15.952
H31 -17.003 8.432 -16.902
H32 -17.410 8.950 -15.244
H33 -18.173 7.546 -16.019
H34 -16.601 6.816 -14.360
H35 -15.806 6.385 -15.873
H36 -13.191 7.747 -13.682
H37 -14.564 7.023 -13.144
H38 -12.935 6.004 -15.650
H39 -12.613 5.441 -14.138
H40 -14.247 5.106 -14.883
H41 -15.011 8.854 -16.930
H42 -14.032 7.450 -16.978
H43 -13.413 9.903 -15.140
H44 -12.627 9.510 -16.849
H45 -12.308 8.715 -15.518
C19 -17.138 9.447 -7.811
C20 -16.619 7.999 -7.902
N4 -16.349 7.687 -9.350
C21 -16.537 6.352 -9.642
C22 -17.668 6.151 -10.730
C23 -15.118 8.219 -9.950
C24 -13.742 7.722 -9.494
H46 -17.801 9.567 -8.668
H47 -16.279 10.114 -7.873
H48 -17.591 9.611 -6.834
H49 -15.813 7.730 -7.219
H50 -17.397 7.381 -7.454
H51 -16.753 5.755 -8.757
H52 -15.597 5.858 -9.887
H53 -17.960 5.117 -10.914
H54 -17.475 6.567 -11.719
H55 -18.571 6.637 -10.360
H56 -15.293 8.066 -11.015
H57 -15.111 9.292 -9.759
H58 -13.671 7.541 -8.421
H59 -13.447 6.753 -9.898
H60 -12.902 8.353 -9.782
C25 -17.372 7.869 -3.418
C26 -16.522 8.594 -2.433
N5 -16.533 7.865 -1.168
C27 -17.624 8.106 -0.257
C28 -17.693 9.606 0.151
C29 -15.204 8.037 -0.630
C30 -14.099 7.145 -1.346
H61 -16.997 6.873 -3.654
H62 -17.381 8.528 -4.286
H63 -18.377 7.652 -3.054
H64 -15.543 8.670 -2.906
H65 -16.879 9.620 -2.337
H66 -18.592 7.872 -0.700
H67 -17.551 7.514 0.656
H68 -18.572 9.618 0.795
H69 -16.770 9.976 0.597
H70 -17.826 10.320 -0.663
H71 -15.230 7.664 0.394
H72 -15.002 9.109 -0.627
H73 -13.221 7.335 -0.729
H74 -14.032 7.347 -2.415
H75 -14.388 6.114 -1.143
C31 -10.666 10.964 -13.375
C32 -11.222 12.339 -12.845
N6 -12.721 12.422 -12.744
C33 -13.422 11.327 -12.131
C34 -14.787 11.657 -11.503
C35 -13.385 12.700 -14.072
C36 -13.296 14.232 -14.413
H76 -11.254 10.736 -14.263
H77 -10.690 10.138 -12.664
H78 -9.637 10.996 -13.735
H79 -10.790 12.458 -11.851
H80 -11.021 13.164 -13.528
H81 -13.593 10.534 -12.860
H82 -12.801 10.817 -11.394
H83 -14.696 12.323 -10.645
H84 -15.281 12.278 -12.250
H85 -15.437 10.824 -11.233
H86 -14.408 12.324 -14.024
H87 -12.999 12.025 -14.836
H88 -12.345 14.355 -14.932
H89 -13.227 14.844 -13.514
H90 -14.125 14.627 -15.001
C37 -21.739 6.110 -6.656
C38 -21.517 4.889 -7.628
C39 -20.029 4.622 -7.367
O1 -19.796 5.055 -5.979
C40 -20.477 6.256 -5.798
H91 -22.675 6.122 -6.098
H92 -21.886 7.003 -7.264
H93 -21.726 5.234 -8.640
H94 -22.196 4.053 -7.464
H95 -19.351 5.047 -8.107
H96 -19.957 3.535 -7.406
H97 -19.913 7.132 -6.118
H98 -20.762 6.361 -4.751
C41 -14.535 4.979 -6.469
C42 -13.358 4.455 -7.253
C43 -12.589 3.870 -6.151
O2 -13.631 3.270 -5.344
C44 -14.778 3.911 -5.365
H99 -15.476 5.145 -6.992
H100 -14.179 5.904 -6.015
H101 -12.857 5.241 -7.818
H102 -13.680 3.651 -7.916
H103 -11.969 4.594 -5.623
H104 -11.899 3.159 -6.604
H105 -15.207 4.277 -4.432
H106 -15.514 3.242 -5.812
C45 -8.503 8.038 -7.173
C46 -9.544 6.939 -7.306
C47 -10.762 7.578 -6.684
O3 -10.698 8.828 -7.237
C48 -9.396 9.166 -7.652
H107 -7.722 7.782 -7.889
H108 -8.007 8.011 -6.203
H109 -9.326 6.073 -6.682
H110 -9.711 6.555 -8.312
H111 -10.731 7.537 -5.595
H112 -11.787 7.274 -6.896
H113 -9.074 10.139 -7.280
H114 -9.357 9.289 -8.734
C49 -20.956 5.352 -12.189
C50 -22.463 5.549 -12.092
C51 -22.816 6.045 -13.464
O4 -21.809 5.538 -14.426
C52 -20.678 5.034 -13.686
H115 -20.464 4.571 -11.610
H116 -20.483 6.298 -11.927
H117 -22.685 6.313 -11.346
H118 -23.030 4.642 -11.884
H119 -22.630 7.111 -13.338
H120 -23.847 5.891 -13.781
H121 -19.774 5.485 -14.095
H122 -20.685 3.975 -13.947
C53 -17.039 0.649 -8.913
C54 -15.944 1.242 -9.739
C55 -16.297 2.742 -9.908
O5 -17.289 2.936 -8.890
C56 -17.703 1.840 -8.100
H123 -16.657 -0.251 -8.432
H124 -17.756 0.154 -9.568
H125 -15.859 0.773 -10.719
H126 -15.037 0.980 -9.193
H127 -16.586 2.870 -10.951
H128 -15.410 3.226 -9.500
H129 -18.785 1.714 -8.153
H130 -17.436 1.987 -7.054

No. 2
This record from the OMol25 dataset describes a 12-piece molecular cluster, C56H136N12O20P4S8 overall in a non-equilibrium geometry. The level of theory is ωB97M-V with the def2-TZVPD basis set.

The relative energy (zero: lowest compared OMol25 entry of this formula, charge and spin) comes out at 0.00 kJ/mol. The HOMO energy is -0.3100 hartree. The charge is 0. For the gap between HOMO and LUMO, the calculation gives 8.54 eV. The value obtained for the molar mass is 1678.20 u.

Element x y z (Å)
C1 1.306 -0.676 5.831
N1 -0.116 -1.041 5.608
C2 -0.983 -1.096 6.718
P1 -0.640 -1.500 4.118
O1 -0.063 -0.681 3.074
N2 -0.400 -3.114 4.007
C3 -0.530 -3.647 2.652
C4 0.041 -3.995 4.999
N3 -2.304 -1.479 3.970
C5 -3.115 -2.617 4.372
C6 -2.995 -0.240 3.929
H1 1.771 -0.481 4.862
H2 1.985 -1.434 6.261
H3 1.283 0.195 6.513
H4 -0.809 -2.049 7.237
H5 -2.011 -1.013 6.394
H6 -0.809 -0.202 7.403
H7 -1.215 -3.016 2.091
H8 0.427 -3.772 2.089
H9 -1.056 -4.636 2.745
H10 0.522 -3.519 5.820
H11 -0.807 -4.640 5.380
H12 0.729 -4.731 4.605
H13 -2.537 -3.532 4.364
H14 -3.432 -2.407 5.408
H15 -3.976 -2.657 3.703
H16 -2.361 0.611 3.703
H17 -3.585 -0.056 4.843
H18 -3.698 -0.214 3.093
C7 0.680 5.455 6.153
N4 -0.715 5.185 6.283
C8 -1.404 5.874 7.423
P2 -1.697 4.719 5.023
O2 -3.050 4.432 5.539
N5 -1.716 5.759 3.740
C9 -0.592 5.971 2.860
C10 -2.788 6.623 3.483
N6 -0.895 3.466 4.328
C11 -0.610 2.365 5.229
C12 -1.389 3.017 3.036
H19 1.024 6.240 6.862
H20 1.000 5.644 5.113
H21 1.174 4.532 6.467
H22 -2.359 5.360 7.448
H23 -1.456 6.922 7.200
H24 -0.762 5.707 8.315
H25 -0.332 7.021 2.899
H26 0.334 5.345 2.991
H27 -0.893 5.780 1.846
H28 -3.653 6.621 4.162
H29 -2.453 7.688 3.410
H30 -3.134 6.465 2.480
H31 -0.147 2.704 6.155
H32 -1.530 1.770 5.511
H33 0.123 1.690 4.771
H34 -1.207 3.682 2.188
H35 -2.418 2.839 3.139
H36 -0.914 2.063 2.919
C13 3.744 -8.540 -1.725
N7 2.818 -7.438 -1.981
C14 3.380 -6.122 -1.660
P3 1.179 -7.608 -1.774
O3 0.869 -9.015 -1.439
N8 0.738 -6.518 -0.603
C15 0.195 -5.180 -0.860
C16 0.426 -7.138 0.690
N9 0.504 -6.920 -3.179
C17 -0.975 -7.065 -3.210
C18 0.996 -7.356 -4.504
H37 4.502 -8.440 -2.445
H38 3.339 -9.528 -1.812
H39 4.232 -8.454 -0.763
H40 3.747 -6.161 -0.649
H41 2.737 -5.242 -1.849
H42 4.257 -5.948 -2.202
H43 -0.552 -5.001 -0.057
H44 0.923 -4.394 -0.999
H45 -0.305 -5.171 -1.867
H46 -0.599 -6.849 1.041
H47 0.391 -8.254 0.566
H48 1.142 -6.943 1.517
H49 -1.442 -6.572 -4.092
H50 -1.326 -8.105 -3.186
H51 -1.401 -6.549 -2.349
H52 2.094 -7.285 -4.586
H53 0.488 -6.671 -5.224
H54 0.650 -8.354 -4.660
C19 -8.669 5.205 1.324
N10 -7.251 5.398 1.226
C20 -6.906 6.548 2.033
P4 -6.181 4.387 0.483
O4 -6.643 3.653 -0.668
N11 -4.833 5.265 0.181
C21 -4.895 6.332 -0.833
C22 -3.534 4.680 0.411
N12 -5.703 3.335 1.692
C23 -5.331 1.963 1.297
C24 -5.317 3.844 2.975
H55 -9.164 6.221 1.334
H56 -8.947 4.739 2.320
H57 -9.125 4.675 0.470
H58 -7.338 7.466 1.646
H59 -5.815 6.677 2.001
H60 -7.205 6.551 3.081
H61 -4.218 6.167 -1.676
H62 -5.901 6.563 -1.209
H63 -4.543 7.270 -0.386
H64 -3.238 3.771 -0.127
H65 -2.840 5.470 0.080
H66 -3.323 4.435 1.445
H67 -5.508 1.307 2.168
H68 -5.964 1.572 0.446
H69 -4.278 1.818 0.995
H70 -4.248 4.091 3.076
H71 -5.501 3.072 3.715
H72 -5.881 4.678 3.347
O5 4.970 1.734 -3.397
S1 4.960 1.874 -1.953
O6 3.685 2.282 -1.435
C25 5.507 0.414 -1.215
C26 7.016 0.505 -1.151
C27 7.462 1.977 -1.550
C28 6.284 2.892 -1.445
H73 5.216 -0.450 -1.862
H74 5.156 0.315 -0.193
H75 7.341 0.377 -0.150
H76 7.437 -0.276 -1.829
H77 7.858 1.960 -2.578
H78 8.231 2.360 -0.878
H79 6.269 3.894 -1.928
H80 6.002 3.106 -0.430
O7 3.028 -2.866 4.225
S2 3.532 -3.820 3.273
O8 3.148 -5.195 3.535
C29 2.881 -3.412 1.646
C30 4.113 -2.868 0.878
C31 5.348 -3.686 1.416
C32 5.222 -3.698 2.940
H81 2.126 -2.670 1.840
H82 2.425 -4.304 1.211
H83 3.979 -2.901 -0.193
H84 4.287 -1.850 1.204
H85 6.247 -3.200 1.009
H86 5.193 -4.682 1.011
H87 5.694 -2.907 3.561
H88 5.601 -4.630 3.281
O9 -1.343 0.268 -2.215
S3 -1.154 0.560 -0.825
O10 -2.028 1.544 -0.223
C33 -1.232 -0.990 0.071
C34 0.122 -1.627 -0.209
C35 1.137 -0.571 -0.701
C36 0.579 0.840 -0.515
H89 -2.174 -1.517 -0.251
H90 -1.314 -0.780 1.104
H91 0.494 -1.896 0.751
H92 0.115 -2.589 -0.761
H93 1.563 -0.709 -1.658
H94 2.029 -0.649 -0.085
H95 0.934 1.585 -1.260
H96 0.676 1.319 0.446
O11 2.645 -2.751 -2.704
S4 3.887 -2.705 -3.406
O12 5.099 -2.814 -2.551
C37 3.793 -3.772 -4.788
C38 4.155 -3.032 -6.096
C39 3.631 -1.589 -5.808
C40 3.995 -1.189 -4.367
H97 2.758 -4.085 -4.875
H98 4.358 -4.665 -4.538
H99 5.232 -3.059 -6.234
H100 3.570 -3.459 -6.910
H101 2.549 -1.653 -5.922
H102 3.930 -0.857 -6.514
H103 3.388 -0.408 -3.887
H104 5.071 -1.006 -4.318
O13 -0.806 -5.225 -6.359
S5 -0.384 -3.938 -5.793
O14 0.973 -3.526 -6.078
C41 -1.416 -2.543 -6.266
C42 -1.828 -1.893 -4.961
C43 -0.867 -2.431 -3.791
C44 -0.568 -3.937 -4.038
H105 -2.274 -3.032 -6.820
H106 -0.824 -1.819 -6.914
H107 -1.810 -0.804 -5.010
H108 -2.846 -2.233 -4.621
H109 -1.349 -2.275 -2.846
H110 0.084 -1.905 -3.878
H111 -1.389 -4.563 -3.827
H112 0.346 -4.383 -3.694
O15 0.357 2.311 -8.349
S6 0.162 2.038 -6.919
O16 -0.981 1.322 -6.463
C45 1.615 1.169 -6.307
C46 1.708 1.540 -4.802
C47 0.829 2.828 -4.574
C48 0.448 3.499 -5.919
H113 2.435 1.576 -6.932
H114 1.362 0.111 -6.408
H115 1.257 0.760 -4.203
H116 2.759 1.796 -4.547
H117 1.347 3.577 -3.970
H118 -0.062 2.604 -4.039
H119 1.327 3.984 -6.397
H120 -0.419 4.146 -5.925
O17 4.655 -0.202 2.799
S7 4.341 1.153 2.510
O18 5.400 1.781 1.713
C49 2.807 1.379 1.660
C50 2.374 2.757 2.060
C51 2.660 2.840 3.599
C52 4.025 2.243 3.935
H121 2.079 0.635 2.094
H122 2.958 1.179 0.578
H123 3.130 3.450 1.636
H124 1.367 2.992 1.827
H125 1.802 2.379 4.113
H126 2.747 3.881 3.890
H127 4.019 1.521 4.754
H128 4.904 2.940 3.981
O19 -4.675 4.818 -4.277
S8 -3.942 3.562 -4.265
O20 -2.501 3.733 -4.388
C53 -4.412 2.708 -2.818
C54 -4.634 1.293 -3.340
C55 -5.318 1.391 -4.698
C56 -4.550 2.432 -5.501
H129 -5.281 3.282 -2.469
H130 -3.607 2.729 -2.103
H131 -3.739 0.749 -3.537
H132 -5.096 0.654 -2.632
H133 -6.319 1.802 -4.459
H134 -5.497 0.430 -5.197
H135 -5.227 2.950 -6.147
H136 -3.640 2.129 -6.018